DFT (ωB97M-V with the def2-TZVPD basis set) results for a molecular structure, C16H25N6O5SeTl.

Each line ends with the Löwdin charge.
Positions of all 54 atoms, in Å:
Tl1 -1.049 0.109 -0.119  1.05
C1 0.787 -2.359 1.814  -0.19
C2 0.047 -3.050 0.662  -0.17
N1 -0.041 -2.195 -0.525  -0.09
C3 1.212 -2.043 -1.261  -0.14
C4 2.060 -0.917 -0.741  -0.24
C5 3.447 -0.946 -0.849  0.00
C6 4.185 0.101 -0.330  -0.04
C7 3.527 1.141 0.310  -0.01
C8 2.143 1.108 0.368  -0.26
C9 1.360 2.221 1.028  -0.14
N2 0.105 1.761 1.606  -0.10
C10 0.183 1.188 2.955  -0.18
C11 0.848 -0.189 2.995  -0.20
N3 0.123 -1.111 2.144  -0.10
N4 1.446 0.113 -0.165  0.11
H1 1.813 -2.138 1.511  0.11
H2 0.842 -3.046 2.670  0.12
H3 -0.966 -3.286 0.993  0.12
H4 0.562 -3.991 0.431  0.12
H5 -0.763 -2.521 -1.164  0.10
H6 0.949 -1.825 -2.302  0.10
H7 1.797 -2.971 -1.262  0.13
H8 3.930 -1.786 -1.332  0.12
H9 5.265 0.095 -0.399  0.11
H10 4.072 1.963 0.756  0.12
H11 1.122 2.942 0.242  0.12
H12 1.998 2.718 1.769  0.13
H13 -0.570 2.515 1.599  0.11
H14 -0.841 1.079 3.320  0.12
H15 0.718 1.862 3.637  0.12
H16 0.900 -0.523 4.041  0.13
H17 1.878 -0.117 2.637  0.11
H18 -0.802 -1.303 2.525  0.08
N5 -2.701 2.962 -2.855  0.09
C12 -1.727 3.846 -2.484  -0.08
C13 -1.418 3.524 -1.199  -0.16
N6 -2.167 2.442 -0.792  0.00
C14 -2.931 2.140 -1.823  -0.23
H19 -2.990 2.741 -3.796  0.16
H20 -1.345 4.602 -3.146  0.11
H21 -0.715 4.004 -0.538  0.09
H22 -3.627 1.322 -1.875  0.12
O1 -0.582 -1.781 -3.664  -0.46
Se1 -1.432 -0.529 -3.122  0.73
O2 -2.261 0.219 -4.276  -0.46
O3 -0.395 0.532 -2.332  -0.50
O4 -2.426 -1.017 -1.884  -0.55
C15 -4.186 -0.203 0.619  -0.07
C16 -2.864 -0.567 1.191  -0.41
O5 -2.683 -1.236 2.169  0.01
H23 -4.213 -0.589 -0.403  0.07
H24 -4.261 0.884 0.558  0.08
H25 -5.001 -0.618 1.215  0.09

Output
HOMO energy   -8.19 eV
LUMO   0.1 eV
Total energy   -106212.842 eV
HOMO-LUMO gap   8.34 eV
Net charge   0